[1]
A 4-piece molecular cluster, C3H15NO4 overall in a non-equilibrium geometry, computed with ωB97M-V/def2-TZVPD.

Atoms and positions in Å:
C1 -0.964 -0.284 0.633
C2 0.251 0.753 0.704
C3 0.092 1.792 1.808
O1 0.293 1.430 -0.524
N1 -0.482 -1.534 0.157
H1 -1.367 -0.351 1.646
H2 -1.657 0.142 -0.096
H3 1.204 0.252 0.839
H4 0.078 2.793 1.381
H5 -0.749 1.702 2.492
H6 0.967 1.769 2.454
H7 0.626 0.781 -1.208
H8 -1.175 -2.283 0.180
H9 0.382 -1.893 0.571
H10 1.821 -2.484 2.530
H11 3.222 -3.005 2.224
O2 2.297 -3.105 1.971
H12 -1.356 1.638 -1.404
H13 -1.295 2.159 -2.904
O3 -1.855 1.797 -2.215
H14 -0.663 -0.126 -2.540
H15 0.079 -1.018 -1.501
O4 0.197 -0.493 -2.290

Calculated values
DFT total energy (eV): -13024.602
2S+1: 2
ΔE to the lowest compared entry with this formula, charge and spin (kJ/mol): 221.3
<S²>: 0.76
Total charge: +1


[2]
C31H33BrClIN5O7SSr as an isolated structure, computed with ωB97M-V/def2-TZVPD.

Atoms and positions in Å:
Sr1 -0.644 -0.400 1.321
C1 -0.090 -0.731 3.909
C2 0.819 0.327 3.629
C3 1.947 -0.217 3.004
C4 1.752 -1.612 2.879
C5 0.510 -1.941 3.470
C6 -0.030 -3.330 3.674
C7 2.837 -2.583 2.499
C8 3.231 0.481 2.655
C9 0.574 1.769 3.987
C10 -1.404 -0.585 4.635
H1 0.473 -3.841 4.503
H2 0.095 -3.963 2.789
H3 -1.097 -3.314 3.909
H4 3.687 -2.490 3.185
H5 3.234 -2.425 1.490
H6 2.482 -3.615 2.558
H7 4.065 0.063 3.232
H8 3.187 1.548 2.876
H9 3.490 0.370 1.598
H10 1.263 2.438 3.466
H11 0.701 1.943 5.061
H12 -0.439 2.093 3.727
H13 -2.108 -1.380 4.374
H14 -1.897 0.366 4.403
H15 -1.275 -0.613 5.723
Br1 4.227 -3.353 -3.743
C11 3.140 -4.086 -2.377
C12 2.870 -5.448 -2.431
C13 2.079 -6.033 -1.458
C14 1.556 -5.259 -0.433
C15 1.822 -3.903 -0.387
C16 2.622 -3.302 -1.355
I1 2.949 -1.249 -1.203
H16 3.282 -6.038 -3.239
H17 1.869 -7.094 -1.508
H18 0.927 -5.704 0.327
H19 1.400 -3.290 0.398
O1 -4.405 2.552 -4.287
N1 -3.881 2.982 -3.267
O2 -3.578 4.151 -3.108
C17 -3.732 2.079 -2.150
C18 -4.197 0.766 -2.274
C19 -4.049 -0.113 -1.242
C20 -3.371 0.228 -0.006
O3 -3.150 -0.565 0.931
C21 -2.924 1.606 0.034
C22 -3.110 2.506 -0.991
N2 -2.202 1.960 1.198
O4 0.289 1.377 -0.194
O5 -2.169 3.143 1.463
N3 -4.588 -1.455 -1.434
O6 -4.568 -1.921 -2.567
O7 -5.056 -2.023 -0.476
H20 -4.676 0.444 -3.186
H21 -2.732 3.515 -0.898
C23 -1.975 -0.399 -4.755
N4 -1.732 -1.249 -3.609
C24 -1.062 -0.869 -2.506
N5 -0.547 0.349 -2.466
S1 -0.901 -2.027 -1.248
H22 -2.501 -0.979 -5.508
H23 -1.034 -0.054 -5.192
H24 -2.589 0.471 -4.510
H25 -2.242 -2.112 -3.520
H26 -0.740 0.970 -3.236
H27 -0.052 0.780 -1.609
Cl1 1.723 7.610 -2.121
C25 1.667 5.993 -1.465
C26 0.630 5.638 -0.614
C27 0.591 4.352 -0.101
C28 1.571 3.416 -0.425
C29 1.487 2.005 0.129
C30 2.594 3.801 -1.281
C31 2.653 5.088 -1.805
H28 -0.134 6.362 -0.361
H29 -0.215 4.059 0.561
H30 2.370 1.457 -0.250
H31 1.620 2.049 1.222
H32 3.360 3.081 -1.553
H33 3.450 5.380 -2.476

Calculated values
DFT total energy (eV): -156801.081
ΔE to the lowest compared entry with this formula, charge and spin (kJ/mol): 0.0
Total charge: -1


[3]
C13H10CaFNOPSe2 as an isolated structure in a non-equilibrium geometry, computed with ωB97M-V/def2-TZVPD.

Atoms and positions in Å:
Ca1 -4.285 0.261 -0.775
Se1 -1.392 0.125 -2.036
P1 -0.565 -0.022 -0.008
Se2 -2.087 0.017 1.658
C1 0.353 1.578 0.100
C2 1.718 1.638 -0.382
C3 2.434 2.817 -0.387
C4 1.809 4.015 0.073
C5 0.484 4.005 0.489
C6 -0.217 2.820 0.523
C7 0.675 -1.320 0.175
C8 1.680 -1.200 1.135
C9 2.487 -2.303 1.343
C10 2.467 -3.440 0.588
C11 1.389 -3.548 -0.333
C12 0.499 -2.502 -0.560
H1 2.232 0.747 -0.694
H2 3.507 2.841 -0.572
H3 2.396 4.984 0.092
H4 -0.033 4.955 0.742
H5 -1.306 2.875 0.686
H6 1.747 -0.257 1.822
H7 3.305 -2.202 2.106
H8 3.013 -4.321 0.915
H9 1.236 -4.493 -0.824
H10 -0.344 -2.611 -1.208
F1 -5.010 2.056 -1.036
O1 -7.000 -3.255 -1.355
C13 -6.020 -2.557 -1.180
N1 -5.173 -1.703 -1.098

Calculated values
DFT total energy (eV): -178325.523
ΔE to the lowest compared entry with this formula, charge and spin (kJ/mol): 0.0
Total charge: -1


[4]
A 3-piece molecular cluster, C3H14NO2 overall in a non-equilibrium geometry, computed with ωB97M-V/def2-TZVPD.

Atoms and positions in Å:
C1 0.196 -1.112 0.022
C2 0.294 -0.789 1.526
C3 -0.362 -1.914 2.464
N1 0.683 0.084 -0.737
H1 0.848 -1.940 -0.332
H2 -0.844 -1.277 -0.175
H3 -0.208 0.229 1.751
H4 1.314 -0.854 1.811
H5 -1.408 -1.775 2.526
H6 -0.388 -2.865 1.894
H7 0.211 -2.079 3.350
H8 0.098 0.853 -0.367
H9 1.696 0.187 -0.736
H10 0.409 -0.097 -1.679
H11 -1.314 1.788 -4.281
H12 0.065 1.193 -4.392
O1 -0.681 1.236 -3.836
H13 0.366 3.368 -0.132
H14 -0.667 3.124 1.074
O2 -0.308 2.641 0.249

Calculated values
DFT total energy (eV): -8919.277
2S+1: 2
ΔE to the lowest compared entry with this formula, charge and spin (kJ/mol): 102.0
<S²>: 0.75


[5]
C42H59Cl3N6OPSV as an isolated structure in a non-equilibrium geometry, computed with ωB97M-V/def2-TZVPD.

Atoms and positions in Å:
V1 -0.257 -0.054 -0.932
C1 1.315 2.722 -1.503
C2 0.557 3.953 -1.028
N1 -0.387 3.531 -0.005
C3 -1.705 4.114 0.020
C4 -2.740 3.375 -0.814
C5 -3.967 3.985 -1.030
C6 -4.920 3.332 -1.784
C7 -4.607 2.101 -2.333
C8 -3.357 1.560 -2.078
C9 -3.011 0.229 -2.706
N2 -1.576 -0.066 -2.785
C10 -0.878 0.705 -3.847
C11 -0.145 1.938 -3.327
N3 0.337 1.708 -1.950
N4 -2.448 2.168 -1.311
H1 1.916 2.303 -0.694
H2 1.987 2.954 -2.331
H3 0.004 4.390 -1.864
H4 1.253 4.721 -0.675
H5 0.042 3.525 0.909
H6 -1.716 5.167 -0.296
H7 -2.060 4.108 1.053
H8 -4.160 4.966 -0.615
H9 -5.885 3.784 -1.968
H10 -5.308 1.574 -2.965
H11 -3.446 0.211 -3.713
H12 -3.489 -0.574 -2.144
H13 -1.477 -1.054 -3.016
H14 -1.590 1.002 -4.623
H15 -0.165 0.023 -4.303
H16 -0.780 2.829 -3.354
H17 0.720 2.126 -3.966
H18 -0.487 1.941 -1.363
Cl1 -0.491 -7.597 -1.645
C12 -0.293 -5.905 -1.314
C13 -1.396 -5.069 -1.313
C14 -1.215 -3.720 -1.051
Cl2 -2.673 -2.745 -1.055
C15 0.024 -3.155 -0.792
O1 0.218 -1.871 -0.532
C16 1.093 -4.041 -0.785
Cl3 2.694 -3.441 -0.434
C17 0.963 -5.395 -1.042
H19 -2.387 -5.452 -1.505
H20 1.834 -6.034 -1.028
N5 2.647 -0.785 -2.570
C18 1.953 -1.281 -3.643
N6 0.870 -1.972 -3.522
C19 0.387 -2.308 -4.786
C20 -0.763 -3.063 -5.005
C21 -1.160 -3.306 -6.306
C22 -0.423 -2.806 -7.386
C23 0.721 -2.055 -7.180
C24 1.114 -1.814 -5.868
S1 2.482 -0.917 -5.266
H21 2.496 -1.312 -1.714
H22 3.606 -0.521 -2.730
H23 -1.306 -3.467 -4.159
H24 -2.044 -3.900 -6.492
H25 -0.746 -3.016 -8.395
H26 1.291 -1.679 -8.017
C25 0.924 3.365 5.080
C26 -0.515 2.890 4.809
C27 -0.659 2.280 3.408
C28 0.599 1.459 3.094
C29 1.782 2.433 2.906
C30 1.635 3.695 3.773
P1 0.513 0.178 1.768
C31 -0.630 -1.121 2.411
C32 -0.482 -1.556 3.894
C33 -1.668 -1.113 4.746
C34 -2.984 -1.716 4.236
C35 -2.988 -1.880 2.706
C36 -2.097 -0.823 2.063
C37 2.169 -0.637 1.790
C38 3.154 0.117 0.877
C39 4.440 -0.680 0.604
C40 4.855 -1.547 1.802
C41 4.347 -0.934 3.098
C42 2.818 -0.988 3.152
H27 1.488 2.586 5.600
H28 0.917 4.227 5.748
H29 -1.213 3.723 4.915
H30 -0.808 2.146 5.553
H31 -0.765 3.088 2.688
H32 -1.578 1.700 3.348
H33 0.790 0.876 4.000
H34 1.878 2.716 1.851
H35 2.714 1.924 3.160
H36 1.070 4.464 3.237
H37 2.620 4.123 3.958
H38 -0.359 -1.974 1.778
H39 0.449 -1.195 4.328
H40 -0.411 -2.647 3.934
H41 -1.728 -0.022 4.746
H42 -1.503 -1.400 5.786
H43 -3.819 -1.080 4.538
H44 -3.152 -2.684 4.712
H45 -4.006 -1.821 2.319
H46 -2.610 -2.867 2.425
H47 -2.405 0.167 2.411
H48 -2.226 -0.809 0.975
H49 1.937 -1.575 1.265
H50 3.415 1.076 1.328
H51 2.664 0.364 -0.069
H52 5.240 0.023 0.362
H53 4.313 -1.307 -0.281
H54 5.938 -1.666 1.820
H55 4.436 -2.553 1.702
H56 4.695 0.102 3.172
H57 4.756 -1.453 3.967
H58 2.468 -0.341 3.957
H59 2.516 -2.000 3.428

Calculated values
DFT total energy (eV): -138877.442
2S+1: 4
ΔE to the lowest compared entry with this formula, charge and spin (kJ/mol): 125.2
<S²>: 3.76
Total charge: +1


[6]
C16H15N3O3V as an isolated structure in a non-equilibrium geometry, computed with ωB97M-V/def2-TZVPD.

Atoms and positions in Å:
V1 -0.023 0.039 -0.500
O1 -0.806 -1.023 -2.312
C1 -0.630 -0.833 -3.569
O2 0.876 0.974 -1.903
C2 0.927 0.984 -3.148
O3 1.653 1.882 -3.755
N1 0.327 0.116 -4.017
C3 1.607 1.622 -5.182
C4 0.636 0.523 -5.415
H1 2.617 1.365 -5.525
H2 1.258 2.559 -5.618
H3 1.121 -0.283 -5.977
H4 -0.261 0.821 -5.975
C5 -1.255 -1.483 -4.672
C6 -2.413 -2.179 -4.618
H5 -0.678 -1.403 -5.598
H6 -3.014 -2.148 -3.706
H7 -2.664 -2.734 -5.526
C7 -2.287 2.634 1.983
C8 -1.936 2.207 3.277
C9 -0.950 1.221 3.418
C10 -0.306 0.722 2.280
N2 -0.700 1.117 1.023
C11 -1.659 2.083 0.876
C12 0.654 -0.366 2.266
C13 1.080 -1.076 3.394
C14 1.939 -2.171 3.242
C15 2.311 -2.551 1.939
C16 1.832 -1.847 0.843
N3 0.982 -0.786 0.995
H8 -3.069 3.373 1.818
H9 -2.463 2.625 4.124
H10 -0.712 0.748 4.373
H11 -1.899 2.395 -0.143
H12 0.655 -0.790 4.361
H13 2.302 -2.753 4.082
H14 2.953 -3.415 1.763
H15 2.118 -2.115 -0.175

Calculated values
DFT total energy (eV): -53122.377
2S+1: 4
<S²>: 3.76
Total charge: +2


[7]
C34H45N5OTl as an isolated structure in a non-equilibrium geometry, computed with ωB97M-V/def2-TZVPD.

Atoms and positions in Å:
Tl1 -0.391 -0.208 -0.426
N1 3.128 -0.074 1.227
N2 1.649 2.197 -0.933
C1 -2.165 1.220 1.543
C2 -1.248 2.149 2.108
C3 -0.343 1.430 2.928
C4 0.891 1.946 3.551
H1 1.092 2.980 3.260
H2 1.768 1.348 3.269
H3 0.809 1.921 4.644
C5 -0.691 0.058 2.891
C6 0.085 -1.010 3.543
H4 -0.258 -1.195 4.572
H5 1.143 -0.728 3.600
H6 0.018 -1.940 2.973
C7 -1.818 -0.083 2.037
C8 -2.395 -1.358 1.558
H7 -1.648 -2.160 1.492
H8 -2.866 -1.266 0.570
H9 -3.174 -1.703 2.246
C9 -1.127 3.593 1.824
H10 -1.053 4.151 2.770
H11 -1.985 3.968 1.259
H12 -0.214 3.816 1.246
C10 -3.196 1.478 0.510
H13 -3.115 0.800 -0.355
H14 -3.133 2.500 0.124
H15 -4.198 1.329 0.939
C11 3.925 -1.138 1.184
H16 3.639 -2.002 1.785
C12 5.108 -1.228 0.436
H17 5.734 -2.110 0.553
C13 5.427 -0.162 -0.414
H18 6.358 -0.170 -0.982
C14 4.536 0.895 -0.520
H19 4.697 1.746 -1.191
C15 3.355 0.900 0.307
C16 2.304 1.849 0.222
H20 1.874 2.257 1.145
C17 0.279 1.981 -0.990
C18 2.062 2.943 -2.049
H21 3.058 3.328 -2.117
C19 0.992 3.108 -2.827
H22 0.897 3.600 -3.762
N3 -0.088 2.440 -2.229
C20 -1.463 2.441 -2.687
C21 -2.296 3.516 -2.327
C22 -3.643 3.508 -2.729
H23 -4.276 4.363 -2.467
C23 -4.186 2.451 -3.464
C24 -5.623 2.472 -3.933
H24 -6.243 1.750 -3.372
H25 -5.681 2.202 -5.000
H26 -6.054 3.475 -3.801
C25 -3.364 1.353 -3.735
H27 -3.772 0.498 -4.286
C26 -2.010 1.332 -3.356
C27 -1.204 0.120 -3.699
H28 -0.353 0.352 -4.352
H29 -1.849 -0.620 -4.190
H30 -0.806 -0.390 -2.810
C28 -1.806 4.685 -1.533
H31 -1.488 5.510 -2.188
H32 -0.969 4.420 -0.878
H33 -2.632 5.066 -0.912
C29 0.343 -3.445 -1.339
N4 0.959 -4.054 -0.185
C30 1.283 -5.459 -0.361
C31 2.120 -5.964 0.782
C32 1.520 -5.417 2.056
N5 1.788 -3.993 1.982
C33 2.197 -3.311 3.192
C34 1.309 -3.297 0.905
O1 1.124 -2.039 0.928
H34 0.949 -3.583 -2.248
H35 0.213 -2.369 -1.202
H36 -0.641 -3.906 -1.514
H37 0.335 -6.014 -0.483
H38 1.843 -5.578 -1.299
H39 3.142 -5.577 0.654
H40 2.194 -7.053 0.761
H41 1.975 -5.870 2.939
H42 0.428 -5.609 2.087
H43 1.402 -3.352 3.953
H44 3.120 -3.743 3.628
H45 2.394 -2.266 2.961

Calculated values
DFT total energy (eV): -50177.300
ΔE to the lowest compared entry with this formula, charge and spin (kJ/mol): 128.7
Total charge: -1


[8]
C23H54AlFNO9S as an isolated structure in a non-equilibrium geometry, computed with ωB97M-V/def2-TZVPD.

Atoms and positions in Å:
C1 0.954 4.675 2.528
C2 -0.277 5.009 1.658
C3 -0.326 4.188 0.348
C4 -1.765 3.848 -0.088
C5 -2.163 2.412 0.329
C6 -2.496 2.330 1.814
C7 -2.719 0.897 2.351
C8 -1.476 0.360 3.135
C9 -0.203 0.542 2.294
Al1 1.349 -0.616 2.873
C10 3.014 0.219 2.032
C11 3.532 -0.464 0.741
C12 2.592 -0.318 -0.412
O1 2.944 0.193 -1.413
O2 1.313 -0.743 -0.294
N1 1.481 -0.529 4.771
C13 0.818 -1.654 5.458
C14 2.816 -0.468 5.235
C15 3.867 -1.500 4.829
O3 3.148 0.376 5.995
S1 0.863 -2.757 2.044
O4 1.825 -3.245 1.096
O5 -0.444 -2.699 1.469
F1 0.763 -3.912 3.203
H1 0.634 3.987 3.307
H2 1.764 4.241 1.950
H3 1.317 5.562 3.044
H4 -0.249 6.059 1.362
H5 -1.167 4.865 2.262
H6 0.155 4.817 -0.402
H7 0.280 3.283 0.414
H8 -2.481 4.546 0.348
H9 -1.778 3.898 -1.176
H10 -1.326 1.778 0.041
H11 -3.010 2.122 -0.296
H12 -1.708 2.821 2.381
H13 -3.394 2.936 1.969
H14 -2.878 0.252 1.485
H15 -3.590 0.921 3.008
H16 -1.683 -0.685 3.360
H17 -1.452 0.967 4.040
H18 -0.441 0.193 1.288
H19 0.133 1.576 2.251
H20 2.735 1.238 1.743
H21 3.827 0.340 2.747
H22 4.435 0.053 0.424
H23 3.837 -1.494 0.919
H24 0.758 -0.014 -0.611
H25 -0.056 -1.963 4.883
H26 1.443 -2.553 5.539
H27 0.489 -1.412 6.474
H28 3.860 -1.685 3.755
H29 3.757 -2.455 5.339
H30 4.833 -1.082 5.084
C16 -2.729 -5.043 -0.448
C17 -2.960 -3.585 -0.099
O6 -4.177 -3.115 -0.695
H31 -2.678 -5.172 -1.532
H32 -1.801 -5.406 -0.005
H33 -3.555 -5.663 -0.089
H34 -2.146 -2.970 -0.474
H35 -3.019 -3.449 0.983
H36 -4.894 -3.658 -0.350
C18 3.789 -2.918 -4.181
C19 4.989 -2.759 -3.265
O7 5.495 -1.429 -3.307
H37 4.059 -2.667 -5.208
H38 3.409 -3.941 -4.156
H39 2.986 -2.240 -3.882
H40 5.798 -3.421 -3.575
H41 4.718 -3.005 -2.233
H42 4.782 -0.842 -3.019
C20 -2.617 4.079 -5.683
C21 -2.279 4.935 -4.476
O8 -1.653 4.162 -3.457
H43 -3.277 3.260 -5.395
H44 -3.108 4.671 -6.458
H45 -1.714 3.633 -6.105
H46 -3.183 5.362 -4.045
H47 -1.612 5.756 -4.761
H48 -0.845 3.788 -3.827
C22 -1.525 -2.910 -3.825
C23 -2.903 -3.286 -4.337
O9 -3.146 -2.688 -5.613
H49 -1.433 -1.826 -3.743
H50 -1.334 -3.353 -2.847
H51 -0.750 -3.248 -4.519
H52 -3.673 -2.929 -3.656
H53 -3.000 -4.373 -4.430
H54 -2.469 -3.009 -6.218

Calculated values
DFT total energy (eV): -64796.923
Total charge: -1